Entry 1:
The following is a quantum chemistry calculation of the molecule C4H2O2 in a non-equilibrium geometry, from the Open Molecules 2025 dataset.

Each line ends with the natural charge from an NBO analysis.
Element x y z (Å)
1 C 1.065 0.236 0.013  -0.14
2 O -0.751 1.790 -0.011  -0.42
3 C -1.511 -0.424 0.009  0.34
4 C 2.288 -0.013 -0.102  -0.15
5 H 3.216 -0.604 -0.046  0.26
6 O -2.645 -0.067 -0.107  -0.44
7 C -0.388 0.661 0.010  0.41
8 H -1.275 -1.580 0.234  0.13

Atomic forces in eV per Å
C 2.9 -0.4 -0.6
O 0.3 0.8 0.0
C -0.1 -2.1 0.9
C -3.8 -0.5 0.8
H -0.8 1.0 -0.2
O 0.5 -0.1 -0.1
C 1.1 -1.0 -0.2
H 0.0 2.2 -0.6

Computed properties:
- SMILES: C#CC(=O)C=O
- Energy above the lowest of the compared OMol25 structures with the same formula, charge and spin: 91.7 kJ/mol
- Net charge: 0

=====

Entry 2:
The following is a quantum chemistry calculation of a structure of composition C59H38I2NO12S2 in a non-equilibrium geometry, from the Open Molecules 2025 dataset.

Each line ends with the Mulliken charge.
Element x y z (Å)
1 C 7.466 1.510 -8.229  -0.47
2 H -0.888 -3.964 -0.045  0.46
3 C -7.442 3.959 1.104  0.17
4 H -8.300 -1.510 -0.995  0.39
5 H 7.332 -1.185 2.862  0.34
6 I 2.974 -6.304 1.766  -0.17
7 O -9.246 2.513 1.521  -0.68
8 H -8.869 4.782 2.485  0.46
9 C 2.708 -3.091 8.265  -0.72
10 H -0.313 4.353 -4.726  0.47
11 H 6.150 -0.310 1.100  0.55
12 N 4.667 -3.766 3.000  -0.12
13 I 5.782 -2.717 -0.035  0.07
14 C -5.718 3.148 -0.519  0.53
15 C -2.385 -2.847 -1.109  -0.58
16 C -1.966 0.463 -2.844  0.54
17 H 3.254 -2.188 8.505  0.47
18 H -3.162 -3.585 -0.950  0.40
19 H 4.454 -4.153 7.621  0.43
20 O 7.324 -4.029 2.680  -0.59
21 C 7.083 1.544 -6.891  -0.52
22 H -4.595 5.511 0.100  0.47
23 C -5.531 5.350 0.618  -0.50
24 H 3.215 -6.224 7.087  0.33
25 H -5.062 1.067 -2.096  0.67
26 C -5.966 0.890 -1.526  -0.64
27 C 1.379 2.211 -2.718  -0.65
28 H -2.099 2.696 -4.336  0.52
29 C 3.376 2.092 -7.181  0.43
30 C -3.588 -2.189 9.660  -0.44
31 C 4.800 1.913 -7.554  0.20
32 C 5.753 1.745 -6.553  -0.52
33 C -0.839 -2.061 9.256  0.18
34 C -0.881 1.446 -3.081  0.27
35 C -0.845 -4.371 8.295  0.52
36 C -0.122 3.491 -4.099  -0.67
37 C -1.127 2.559 -3.881  -0.69
38 C 2.759 2.262 -9.598  0.46
39 C 1.310 -5.416 7.638  -0.55
40 H -3.658 -1.536 -2.230  0.58
41 H 7.823 1.410 -6.112  0.41
42 C -7.790 -0.559 -0.910  -0.55
43 C -2.879 -1.056 10.047  -0.44
44 C 1.329 -3.145 8.459  0.28
45 C -6.018 6.317 1.485  -0.49
46 H 4.107 0.262 2.143  0.37
47 H -0.960 -0.106 10.141  0.46
48 H 5.764 -0.923 3.631  0.30
49 O 4.529 2.135 -11.139  -0.69
50 C -2.666 -1.695 -1.829  -0.55
51 H 2.354 2.078 -2.268  0.53
52 C 6.288 -1.533 2.868  -0.68
53 O 6.498 -3.351 4.853  -0.66
54 H -6.243 -1.085 -2.307  0.46
55 C 1.020 2.334 -7.925  -0.56
56 H 1.909 4.051 -3.678  0.41
57 C 4.187 2.104 -9.972  0.51
58 H -0.979 2.554 -8.664  0.43
59 C -7.224 6.114 2.151  -0.45
60 C -8.294 0.423 -0.070  -0.61
61 C -6.243 4.170 0.421  0.13
62 S 6.232 -3.283 3.377  0.97
63 C 0.626 -4.307 8.130  0.29
64 C -1.509 -0.990 9.842  -0.55
65 C -8.194 2.691 0.937  0.56
66 H 5.457 1.766 -5.513  0.50
67 C -1.108 -3.059 -0.596  -0.60
68 O 1.232 -0.955 9.313  -0.68
69 O 3.037 2.120 -6.014  -0.60
70 C -0.116 -2.110 -0.788  -0.82
71 C -1.548 -3.203 8.885  0.17
72 H -5.460 7.231 1.641  0.40
73 C 1.802 2.426 -10.597  -0.68
74 O -4.698 3.352 -1.147  -0.69
75 H -3.396 -0.223 10.508  0.39
76 O -1.470 -5.361 7.962  -0.68
77 O -3.078 0.644 -3.308  -0.74
78 H 3.587 -1.504 2.235  0.29
79 C -6.460 1.872 -0.670  0.03
80 C 4.121 -0.731 1.658  -0.93
81 H 0.771 -6.321 7.394  0.45
82 C -7.935 4.939 1.962  -0.57
83 C 2.685 -5.361 7.464  -0.41
84 C 3.382 -4.196 7.769  -0.35
85 H 2.104 2.464 -11.635  0.47
86 H -3.478 -4.142 8.784  0.46
87 H -4.660 -2.237 9.814  0.38
88 O 1.761 -0.088 -1.176  -0.66
89 H 8.504 1.344 -8.492  0.40
90 C 0.626 -1.972 9.028  0.56
91 H -7.606 6.874 2.822  0.39
92 H 3.686 -0.683 0.643  0.20
93 S 4.346 -5.305 3.552  0.46
94 C 0.670 0.067 -1.687  0.43
95 C -0.394 -0.949 -1.504  0.56
96 C 5.186 1.898 -8.895  0.22
97 H 6.824 1.667 -10.268  0.46
98 H 0.713 2.297 -6.887  0.66
99 O 5.515 -6.196 3.686  -0.51
100 C -1.668 -0.747 -2.038  0.29
101 C -6.631 -0.321 -1.644  -0.48
102 C 0.461 2.536 -10.259  -0.43
103 C 0.379 1.267 -2.509  0.23
104 C 2.368 2.230 -8.259  0.10
105 C 0.069 2.481 -8.924  -0.58
106 C 5.614 -1.194 1.496  -0.49
107 C 1.128 3.320 -3.511  -0.44
108 O 3.471 -5.306 4.752  -0.37
109 C -7.635 1.643 0.049  0.54
110 H -0.282 2.659 -11.037  0.39
111 C 6.522 1.691 -9.229  -0.56
112 H -9.198 0.238 0.496  0.47
113 C -2.925 -3.260 9.080  -0.55
114 H 0.875 -2.274 -0.385  0.65

Atomic forces in eV per Å
C -0.1 0.0 0.0
H 0.0 0.0 0.0
C 0.1 0.2 0.0
H 0.0 0.0 0.0
H -0.2 -0.8 0.1
I 0.0 0.2 -0.1
O 0.1 0.0 -0.1
H 0.0 -0.1 -0.1
C 0.1 -0.2 -0.1
H 0.0 0.0 0.0
H -0.1 -0.7 0.0
N 1.0 -1.1 0.8
I 0.0 0.4 0.1
C 0.6 0.0 -0.4
C 0.1 0.1 0.0
C -0.5 0.1 -0.2
H -0.1 0.0 0.0
H 0.0 0.0 0.0
H 0.0 0.0 -0.1
O -2.3 1.9 0.2
C -0.1 0.0 -0.1
H 0.0 -0.1 -0.1
C 0.0 0.2 0.1
H 0.0 0.1 -0.1
H 0.0 0.1 0.1
C 0.0 -0.1 -0.1
C 0.0 0.2 -0.1
H 0.0 -0.1 0.1
C -0.2 0.0 0.6
C 0.1 0.0 0.0
C 0.2 0.0 -0.1
C 0.2 0.0 0.0
C -0.3 0.0 0.1
C 0.2 0.1 -0.1
C -0.1 -0.6 -0.3
C 0.0 -0.1 0.1
C 0.1 0.2 -0.1
C -0.2 0.0 0.1
C 0.2 0.0 0.0
H 0.1 0.1 -0.1
H 0.0 0.0 0.0
C 0.0 0.1 0.0
C 0.1 -0.1 -0.1
C 0.0 -0.1 0.0
C 0.0 -0.1 -0.1
H -0.1 -0.5 -0.1
H 0.1 -0.1 -0.1
H 0.2 -0.6 -0.2
O 0.0 0.0 0.1
C 0.0 -0.2 0.1
H -0.1 -0.1 0.0
C -1.0 0.4 -0.7
O -1.2 1.0 -2.4
H 0.0 0.0 0.0
C -0.2 0.0 -0.1
H 0.0 0.0 0.0
C 0.2 0.0 -0.6
H 0.0 0.0 0.0
C 0.0 -0.1 -0.1
C 0.0 -0.2 -0.1
C -0.1 0.2 0.2
S 2.5 -3.1 2.3
C 0.1 0.0 0.0
C -0.2 0.0 0.1
C -0.6 -0.2 0.3
H -0.1 0.0 -0.1
C 0.0 0.1 -0.1
O -0.2 -0.1 0.0
O 0.0 0.0 -0.1
C 0.0 -0.1 0.1
C -0.1 0.2 0.1
H 0.0 0.0 0.0
C -0.2 0.0 0.0
O -0.1 0.0 0.1
H 0.0 0.0 0.0
O 0.0 0.2 0.1
O 0.1 0.0 0.0
H 0.0 0.5 -0.1
C -0.2 -0.2 0.0
C 0.8 -1.0 -0.6
H -0.1 0.1 0.0
C 0.1 0.2 0.1
C -0.1 0.0 0.2
C -0.1 0.0 0.1
H 0.1 0.0 0.1
H 0.2 0.0 0.0
H 0.0 0.0 0.0
O -0.1 0.1 -0.1
H 0.0 0.0 0.0
C 0.6 0.4 0.0
H 0.0 0.0 0.0
H 0.0 0.2 0.6
S 1.6 0.4 2.6
C 0.6 -0.2 0.3
C -0.2 -0.2 0.0
C 0.1 0.0 0.2
H -0.2 0.0 0.0
H 0.2 0.0 0.0
O -1.9 1.4 -0.7
C 0.0 -0.1 0.1
C -0.1 0.1 0.1
C 0.1 0.0 0.1
C -0.1 0.2 -0.1
C -0.2 0.0 -0.2
C 0.1 0.0 0.0
C -0.4 1.0 0.6
C -0.1 -0.1 0.0
O 0.9 0.3 -2.5
C 0.1 -0.1 -0.1
H 0.0 0.0 0.0
C 0.2 0.0 0.1
H 0.0 0.1 0.0
C -0.1 0.1 0.1
H 0.0 0.1 0.0

Computed properties:
- Net charge: -1

=====

What did we get for HOMO-LUMO gap? Answer: 9.28, 5.94 eV, in the order shown.